[1]
{
  "formula": "C3H5NO2",
  "method": "the ωB97M-V functional and the def2-TZVPD basis",
  "elements": ["O", "C", "C", "N", "C", "O", "H", "H", "H", "H", "H"],
  "coordinates": [[-2.389, 0.211, -0.274], [-1.475, 0.355, -1.076], [-0.168, -0.460, -0.912], [0.153, -0.225, 0.657], [1.443, 0.096, 1.115], [2.468, -0.025, 0.476], [-1.519, 1.121, -1.886], [0.645, 0.066, -1.324], [-0.335, -1.567, -1.082], [-0.608, 0.048, 1.221], [1.318, 0.474, 2.092]],
  "smiles": "O=CCNC=O",
  "mol_weight_da": 87.08,
  "homo_energy_ev": -10.0311,
  "total_charge": 0,
  "energy_ev": -8775.98799,
  "largest_force_ev_per_a": 4.437,
  "lumo_ev": 0.3,
  "e_above_lowest_ev": 1.707
}



[2]
{
  "formula": "CHNOS2",
  "method": "the ωB97M-V functional and the def2-TZVPD basis",
  "elements": ["C", "N", "O", "S", "S", "H"],
  "coordinates": [[0.397, 0.343, -1.041], [-0.409, 0.939, 0.800], [-0.370, -1.586, 1.237], [1.900, -0.078, -1.098], [-0.902, -0.215, 1.575], [-0.617, 0.597, -1.473]],
  "mol_weight_da": 107.16,
  "homo_energy_ev": -9.3277,
  "total_charge": 0,
  "energy_ev": -26257.14858,
  "largest_force_ev_per_a": 3.268,
  "lumo_ev": -1.4,
  "e_above_lowest_ev": 2.739
}



[3]
{
  "formula": "C10H16O",
  "method": "the ωB97M-V functional and the def2-TZVPD basis",
  "elements": ["C", "C", "C", "C", "C", "C", "C", "O", "H", "H", "H", "H", "H", "H", "H", "H", "C", "C", "C", "H", "H", "H", "H", "H", "H", "H", "H"],
  "coordinates": [[-1.204, 2.060, -1.552], [-0.610, -1.810, -1.500], [0.745, -1.718, -1.684], [-1.333, -0.634, -1.415], [-0.556, 0.753, -1.560], [1.525, -0.545, -1.744], [0.797, 0.659, -1.714], [1.413, -2.905, -1.914], [-1.087, -2.850, -1.386], [-2.423, -0.565, -1.297], [2.619, -0.594, -1.909], [2.227, -3.044, -1.450], [-0.561, 2.989, -1.832], [-1.853, 2.379, -0.649], [1.444, 1.615, -1.667], [-2.014, 2.159, -2.494], [-0.683, 1.118, 4.117], [-0.879, 1.380, 2.671], [0.800, 0.786, 4.265], [-0.979, 2.000, 4.855], [-1.310, 0.260, 4.505], [-1.357, 2.277, 2.433], [1.328, 1.681, 3.746], [-1.046, 0.606, 1.815], [0.143, 1.622, 2.239], [1.108, 0.619, 5.292], [0.837, -0.217, 3.799]],
  "mol_weight_da": 152.24,
  "homo_energy_ev": [0.5635, -3.0017],
  "total_charge": -1,
  "energy_ev": -12673.40939,
  "spin_multiplicity": 2,
  "largest_force_ev_per_a": 4.674,
  "lumo_ev": [3.4, 3.4],
  "e_above_lowest_ev": 2.322
}



Q: What is the formula in the third record?
A: C10H16O



Copy entry 1 word for word.
{
  "formula": "C3H5NO2",
  "method": "the ωB97M-V functional and the def2-TZVPD basis",
  "elements": ["O", "C", "C", "N", "C", "O", "H", "H", "H", "H", "H"],
  "coordinates": [[-2.389, 0.211, -0.274], [-1.475, 0.355, -1.076], [-0.168, -0.460, -0.912], [0.153, -0.225, 0.657], [1.443, 0.096, 1.115], [2.468, -0.025, 0.476], [-1.519, 1.121, -1.886], [0.645, 0.066, -1.324], [-0.335, -1.567, -1.082], [-0.608, 0.048, 1.221], [1.318, 0.474, 2.092]],
  "smiles": "O=CCNC=O",
  "mol_weight_da": 87.08,
  "homo_energy_ev": -10.0311,
  "total_charge": 0,
  "energy_ev": -8775.98799,
  "largest_force_ev_per_a": 4.437,
  "lumo_ev": 0.3,
  "e_above_lowest_ev": 1.707
}